(1)
Density functional theory data (ωB97M-V/def2-TZVPD) for C26H24N3O3PdTe as an isolated structure.

Properties
DFT total energy (eV): -48725.52235
Spin multiplicity: 5
LUMO level (alpha / beta) (Ha): -0.1442 / -0.1782
HOMO energy (alpha / beta) (eV): -9.7 / -11.0
Total charge: +1

Structure (XYZ):
```
58
Properties=species:S:1:pos:R:3:forces:R:3:nbo_charge:R:1
Pd 0.135 -1.656 -1.564 -1.47 -1.97 0.42 0.57
C 5.095 1.711 5.328 0.00 2.80 0.66 -0.25
O 6.138 2.612 4.791 -0.24 -1.00 0.54 -0.47
C 5.880 3.238 3.677 0.27 1.65 -2.98 0.42
C 4.621 3.835 3.321 -0.39 -1.30 0.76 -0.31
C 4.325 4.112 2.009 0.48 -0.04 -0.68 -0.15
C 5.328 3.869 1.022 -1.70 -0.20 -0.80 0.09
C 6.653 3.689 1.421 0.19 0.11 -0.81 -0.16
C 6.957 3.362 2.676 -0.20 -1.12 3.52 -0.25
N 5.020 3.375 -0.230 -0.51 1.25 0.66 -0.18
N 3.745 3.386 -0.544 1.03 -1.04 -0.11 -0.20
C 3.415 2.327 -1.330 -0.96 1.37 -0.04 0.14
C 4.367 1.385 -1.833 -1.79 -1.03 0.33 -0.15
C 3.919 0.105 -2.182 1.17 1.53 0.22 -0.25
C 2.557 -0.260 -2.063 -0.74 -2.93 -0.06 0.41
O 2.077 -1.472 -2.195 3.25 2.68 -0.22 -0.60
C 1.624 0.766 -1.735 -2.43 1.93 -0.32 0.16
N 0.315 0.353 -1.771 -0.02 2.81 0.31 -0.48
C -0.643 1.274 -1.604 0.36 0.12 0.24 0.07
C -0.400 2.627 -1.333 1.66 0.11 -0.27 -0.23
C 0.926 3.042 -1.173 -0.39 -0.77 -0.87 -0.11
C 1.957 2.129 -1.494 0.85 -1.64 0.86 -0.07
H 5.681 1.016 5.873 0.10 -0.83 0.51 0.22
H 4.510 1.290 4.530 -0.11 -0.25 -0.29 0.19
H 4.467 2.353 6.009 0.44 -1.00 -0.61 0.20
H 3.771 3.782 4.019 0.65 0.33 -0.11 0.23
H 3.335 4.410 1.647 0.34 -0.26 0.47 0.24
H 7.391 3.710 0.658 0.59 -0.25 -0.52 0.24
H 7.950 2.980 2.994 -0.69 0.59 -0.36 0.24
H 5.377 1.765 -1.758 0.18 -0.69 -0.32 0.26
H 4.615 -0.644 -2.477 0.41 -0.47 -0.27 0.24
H -1.681 0.978 -1.600 0.01 -0.59 -0.27 0.22
H -1.197 3.359 -1.334 -0.11 -0.22 0.37 0.24
H 1.162 4.055 -0.904 0.13 0.23 0.02 0.24
C -8.283 -3.571 -0.357 0.05 0.69 -0.30 -0.64
C -6.837 -3.270 -0.692 0.21 -0.43 0.45 0.07
C -5.944 -4.339 -0.885 1.09 -0.22 -0.18 -0.23
C -4.548 -4.133 -0.922 -1.14 2.16 1.19 0.06
C -3.656 -5.292 -0.969 0.65 -1.94 0.50 -0.66
C -4.040 -2.758 -0.796 -2.72 -1.02 -1.34 -0.17
C -2.663 -2.479 -0.598 0.83 0.95 -0.43 0.40
O -2.045 -1.507 -1.077 -1.02 -1.00 1.07 -0.62
C -4.983 -1.700 -1.027 -0.90 -1.09 0.54 0.09
C -4.614 -0.330 -1.422 1.78 2.02 -0.39 -0.66
C -6.369 -1.972 -0.841 0.65 0.25 -0.22 -0.24
H -8.639 -3.140 0.622 0.51 -0.21 -1.14 0.24
H -8.377 -4.650 -0.299 -0.39 -0.08 -0.09 0.22
H -8.863 -3.160 -1.214 -0.13 -0.40 0.82 0.24
H -6.301 -5.389 -0.995 0.16 1.00 0.28 0.22
H -4.233 -6.241 -1.115 0.44 0.81 0.35 0.24
H -3.019 -5.402 -0.053 -0.71 0.03 -0.55 0.23
H -2.938 -5.283 -1.781 0.05 0.26 -0.35 0.23
H -2.124 -3.231 0.058 -0.53 0.74 -0.26 0.13
H -3.769 -0.231 -2.175 -1.16 -0.65 0.72 0.24
H -4.217 0.306 -0.591 -0.41 -0.58 -0.23 0.23
H -5.466 0.208 -1.837 -0.08 -0.13 0.12 0.23
H -7.123 -1.156 -0.836 0.80 -0.44 -0.09 0.22
Te -0.342 -4.145 -1.047 1.61 -0.62 -0.48 0.15
```
Positions in Å, forces in eV/Å.

---

(2)
Density functional theory data (ωB97M-V/def2-TZVPD) for C26H24N8RhS2 as an isolated structure.

Properties
DFT total energy (eV): -63951.64440
LUMO level (Ha): 0.0874
HOMO energy (eV): -2.7
Total charge: -1
Relative energy (zero: lowest compared OMol25 entry of this formula, charge and spin) (eV): 0.034

Structure (XYZ):
```
61
Properties=species:S:1:pos:R:3:forces:R:3:nbo_charge:R:1
Rh 0.001 -0.624 0.725 -0.06 -0.13 -0.19 0.12
C -5.131 -2.133 0.982 0.01 0.01 -0.01 -0.75
S -4.691 -0.542 1.704 -0.02 0.01 0.00 0.22
C -2.957 -0.424 1.307 0.01 -0.05 -0.05 -0.12
S -2.002 -1.828 0.990 -0.02 -0.06 0.01 -0.32
N -2.518 0.783 1.338 -0.02 0.04 0.05 -0.37
N -1.162 0.912 1.110 0.10 0.09 0.05 -0.33
C -0.749 2.162 1.189 -0.06 -0.05 0.03 0.05
C 0.528 2.657 0.973 0.04 0.06 0.01 -0.04
C 0.744 4.046 1.183 0.01 -0.06 -0.02 -0.13
C 1.926 4.673 0.971 0.01 0.02 0.00 -0.36
C 2.992 3.864 0.456 -0.03 -0.04 -0.01 -0.25
C 2.833 2.546 0.267 0.01 0.04 0.01 -0.04
N 1.642 1.842 0.588 -0.02 -0.04 0.01 -0.36
H -6.199 -2.264 1.161 0.01 0.01 0.01 0.21
H -4.576 -2.942 1.451 0.01 -0.03 0.02 0.22
H -4.937 -2.145 -0.089 0.01 0.00 -0.01 0.22
H -1.505 2.893 1.463 0.01 0.00 -0.01 0.19
H -0.118 4.604 1.530 -0.01 0.00 0.00 0.20
H 2.052 5.732 1.141 0.00 0.00 0.00 0.20
H 3.944 4.301 0.181 0.01 0.00 0.00 0.20
H 3.618 1.940 -0.150 -0.01 0.01 0.01 0.21
C 0.158 -2.833 -1.960 0.00 0.01 0.01 -0.68
C 0.901 -3.191 -0.726 0.01 0.05 -0.05 0.42
N 1.057 -2.412 0.319 -0.15 -0.05 0.18 -0.43
C 1.809 -3.105 1.237 0.03 -0.01 -0.04 -0.05
C 2.109 -4.331 0.743 -0.03 -0.03 0.04 -0.12
N 1.531 -4.385 -0.512 0.03 0.00 -0.05 -0.38
C 1.488 -5.556 -1.345 0.07 0.05 -0.01 -0.02
N 0.128 -5.946 -1.640 -0.10 0.05 0.00 -0.22
N -0.175 -6.421 -2.868 -0.03 -0.06 0.07 -0.03
N -1.426 -6.681 -2.928 0.02 0.03 0.01 -0.22
C -1.998 -6.351 -1.716 0.07 -0.01 0.01 0.02
C -3.332 -6.392 -1.297 0.01 0.01 0.01 -0.19
C -3.605 -5.920 -0.036 -0.01 -0.01 -0.01 -0.23
C -2.588 -5.407 0.798 0.01 -0.01 -0.01 -0.16
C -1.270 -5.372 0.410 -0.03 0.01 0.01 -0.25
C -0.998 -5.868 -0.871 0.00 -0.01 -0.04 0.15
H -0.075 -1.770 -1.894 0.02 0.00 0.00 0.28
H -0.787 -3.375 -2.029 -0.02 0.00 0.01 0.24
H 0.749 -3.043 -2.854 0.00 -0.01 -0.01 0.21
H 2.076 -2.659 2.178 0.00 0.00 0.01 0.23
H 2.669 -5.158 1.143 0.01 -0.01 0.01 0.21
H 2.005 -6.350 -0.804 0.01 0.01 -0.03 0.20
H 1.977 -5.406 -2.308 -0.02 0.03 0.02 0.22
H -4.107 -6.761 -1.954 0.00 0.00 0.00 0.22
H -4.625 -5.910 0.324 0.00 0.00 -0.01 0.21
H -2.859 -4.987 1.758 0.02 0.00 0.00 0.23
H -0.509 -4.932 1.040 -0.02 -0.02 0.03 0.24
C 1.554 0.499 0.483 0.13 0.15 -0.05 0.05
C 2.840 -0.172 0.137 -0.03 -0.01 0.01 -0.07
C 3.074 -0.665 -1.148 -0.01 0.02 0.00 -0.17
C 4.215 -1.398 -1.435 0.01 0.00 0.01 -0.24
C 5.154 -1.654 -0.443 -0.01 0.00 0.01 -0.26
C 4.939 -1.159 0.837 0.01 0.00 -0.02 -0.20
C 3.797 -0.425 1.121 0.01 0.00 0.00 -0.23
H 2.327 -0.484 -1.912 0.01 0.00 0.00 0.21
H 4.373 -1.776 -2.439 0.00 0.00 -0.01 0.20
H 6.042 -2.234 -0.665 0.01 0.00 0.00 0.20
H 5.662 -1.353 1.621 0.01 0.00 0.01 0.20
H 3.623 -0.050 2.123 0.00 0.00 0.01 0.22
```
Positions in Å, forces in eV/Å.

---

(3)
Density functional theory data (ωB97M-V/def2-TZVPD) for C26H25AsCl4CoN2O5P as an isolated structure.

Properties
DFT total energy (eV): -198426.87709
Spin multiplicity: 2
LUMO level (alpha / beta) (Ha): -0.0911 / -0.0916
HOMO energy (alpha / beta) (eV): -9.9 / -10.0
Total charge: +1
Relative energy (zero: lowest compared OMol25 entry of this formula, charge and spin) (eV): 0.000

Structure (XYZ):
```
65
Properties=species:S:1:pos:R:3:forces:R:3:nbo_charge:R:1
Co -0.994 1.296 -0.022 -0.15 0.10 -0.34 1.25
Cl 1.447 7.466 0.259 -0.01 -0.02 0.00 0.06
C 1.286 5.754 0.276 0.01 0.02 0.00 -0.10
C 2.403 4.936 0.398 0.01 -0.02 -0.01 -0.09
Cl 3.972 5.629 0.530 -0.01 -0.01 0.00 0.06
C 2.257 3.544 0.407 -0.02 0.03 0.02 -0.13
Cl 3.618 2.495 0.547 0.00 -0.03 0.00 0.03
C 1.001 2.967 0.296 -0.10 -0.03 -0.04 0.31
O 0.784 1.649 0.292 0.05 -0.10 0.13 -0.81
C -0.122 3.800 0.169 0.27 0.10 0.07 0.22
O -1.301 3.158 0.073 1.04 -0.46 0.25 -0.81
C 0.020 5.172 0.163 0.00 0.00 0.00 -0.10
Cl -1.408 6.144 0.008 0.06 0.05 0.01 0.00
N -3.579 3.714 -0.441 -1.50 0.20 -0.30 -0.71
C -4.348 2.841 0.485 -0.03 0.05 -0.05 -0.62
P -4.046 1.086 0.021 -0.32 0.01 0.37 2.16
O -5.223 0.386 -0.528 -0.01 0.04 0.00 -1.09
O -2.752 1.112 -0.756 0.19 -0.22 -0.31 -1.16
C -3.610 0.187 1.573 0.03 -0.14 -0.04 -0.61
N -3.298 -1.187 1.046 -0.38 -0.04 0.08 -0.72
H -3.778 3.500 -1.418 -0.05 0.03 0.05 0.42
H -2.509 3.542 -0.265 0.50 0.23 -0.02 0.47
H -3.774 4.701 -0.281 -0.01 -0.06 -0.01 0.43
H -5.413 3.061 0.453 0.00 0.01 -0.03 0.25
H -3.970 3.043 1.487 -0.04 -0.04 0.05 0.24
H -4.452 0.129 2.261 -0.01 -0.05 -0.02 0.25
H -2.726 0.564 2.083 0.00 0.01 0.00 0.24
H -2.370 -1.161 0.535 0.23 0.14 0.11 0.49
H -4.038 -1.445 0.381 -0.03 0.00 0.06 0.45
H -3.252 -1.887 1.784 0.01 0.00 -0.02 0.43
O -0.886 -0.656 0.115 0.22 0.11 -0.04 -1.21
As 0.565 -1.492 -0.181 0.15 -0.02 -0.03 2.00
C 1.864 -1.126 1.158 0.00 0.01 -0.05 -0.42
C 3.214 -1.168 0.838 0.01 0.00 -0.01 -0.14
C 4.154 -0.952 1.837 0.00 0.00 -0.01 -0.22
C 3.739 -0.690 3.133 0.00 0.01 0.01 -0.17
C 2.385 -0.644 3.443 -0.01 0.01 0.01 -0.19
C 1.441 -0.867 2.455 0.01 0.03 0.01 -0.19
C 1.289 -1.186 -1.917 -0.03 0.02 0.01 -0.35
C 1.962 0.001 -2.202 0.03 0.03 0.08 -0.21
C 2.487 0.191 -3.470 0.01 0.01 0.00 -0.20
C 2.346 -0.793 -4.440 -0.01 0.00 0.01 -0.17
C 1.682 -1.977 -4.148 0.00 0.01 0.00 -0.19
C 1.151 -2.179 -2.883 -0.04 0.01 -0.02 -0.22
C 0.097 -3.340 -0.064 0.05 0.00 0.06 -0.33
C 1.067 -4.258 0.324 -0.04 -0.01 0.05 -0.22
C 0.745 -5.606 0.391 -0.01 -0.01 0.00 -0.18
C -0.537 -6.031 0.073 0.01 0.00 0.00 -0.18
C -1.503 -5.114 -0.320 0.00 0.00 0.00 -0.21
C -1.186 -3.765 -0.391 -0.03 0.01 -0.08 -0.23
H 3.537 -1.347 -0.181 0.00 -0.02 0.00 0.22
H 5.209 -0.977 1.598 0.00 0.00 0.00 0.23
H 4.473 -0.513 3.907 0.00 0.00 0.00 0.23
H 2.068 -0.429 4.455 0.00 0.00 0.00 0.23
H 0.384 -0.818 2.688 -0.01 0.00 0.00 0.21
H 2.081 0.757 -1.435 -0.03 0.01 -0.01 0.26
H 3.013 1.108 -3.697 0.00 0.00 0.00 0.23
H 2.761 -0.639 -5.427 0.00 0.00 0.00 0.23
H 1.579 -2.745 -4.903 0.00 0.00 0.00 0.23
H 0.637 -3.105 -2.658 0.01 -0.01 0.01 0.23
H 2.065 -3.928 0.586 0.00 0.01 0.00 0.23
H 1.496 -6.323 0.694 0.00 0.00 0.00 0.23
H -0.784 -7.083 0.127 0.00 0.00 0.00 0.23
H -2.497 -5.451 -0.582 0.00 0.00 0.00 0.23
H -1.924 -3.051 -0.737 0.00 -0.01 -0.02 0.21
```
Positions in Å, forces in eV/Å.

---

(4)
Density functional theory data (ωB97M-V/def2-TZVPD) for C26H25BCaClN6O5S as an isolated structure.

Properties
DFT total energy (eV): -89025.55055
LUMO level (Ha): 0.0902
HOMO energy (eV): -2.8
Total charge: -1
Relative energy (zero: lowest compared OMol25 entry of this formula, charge and spin) (eV): 0.000

Structure (XYZ):
```
66
Properties=species:S:1:pos:R:3:forces:R:3:nbo_charge:R:1
Ca 0.352 -0.084 -0.736 0.00 0.52 0.13 1.75
C -3.497 -1.854 1.081 -0.07 0.04 0.12 -0.66
C -2.299 -1.588 0.205 -0.03 -0.12 -0.16 0.26
N -1.733 -0.391 0.198 -0.32 0.15 0.42 -0.58
N -2.299 0.518 1.119 0.23 -0.34 -0.40 -0.44
C -1.555 1.473 1.537 0.23 0.36 0.05 0.27
N -2.151 2.303 2.505 -0.04 -0.07 0.00 -0.85
S 0.114 1.954 1.147 -0.48 -0.21 0.02 -0.65
C -1.828 -2.649 -0.594 0.18 -0.21 -0.21 -0.09
C -2.181 -4.011 -0.424 -0.24 0.21 0.11 -0.14
C -1.386 -5.042 -0.825 0.23 0.03 -0.10 -0.40
C -0.045 -4.713 -1.268 0.07 -0.14 -0.04 -0.24
C 0.287 -3.460 -1.579 -0.20 0.17 0.06 -0.06
N -0.755 -2.460 -1.595 -0.04 0.38 0.27 -0.74
H -3.192 -2.092 2.103 0.06 0.00 -0.02 0.22
H -4.101 -2.672 0.700 0.00 0.00 -0.01 0.20
H -4.101 -0.953 1.146 0.00 0.00 -0.05 0.24
H -3.159 2.259 2.483 0.00 0.03 0.04 0.37
H -1.760 3.228 2.556 0.02 0.04 -0.02 0.37
H -3.091 -4.239 0.119 0.02 -0.04 0.00 0.19
H -1.671 -6.069 -0.647 0.00 -0.01 -0.01 0.20
H 0.740 -5.461 -1.288 -0.07 -0.06 0.03 0.20
H 1.280 -3.143 -1.869 0.02 0.00 0.06 0.20
Cl 6.721 -4.166 -0.120 -0.04 0.04 -0.02 -0.05
C 5.195 -3.319 0.026 -0.10 -0.02 0.07 -0.13
C 4.296 -3.698 1.048 0.13 -0.14 0.05 -0.17
C 3.102 -3.066 1.203 -0.05 0.14 -0.12 -0.28
C 2.695 -1.991 0.337 -0.05 0.02 0.03 0.46
O 1.577 -1.426 0.498 0.40 -0.28 0.05 -0.79
C 3.628 -1.630 -0.695 0.31 0.10 -0.34 -0.33
C 3.407 -0.578 -1.653 -0.09 -0.26 0.35 0.44
O 2.415 0.142 -1.762 0.23 0.01 -0.20 -0.69
C 4.863 -2.311 -0.823 0.05 -0.06 0.06 -0.15
H 4.576 -4.510 1.708 -0.02 0.01 0.00 0.21
H 2.401 -3.354 1.974 0.02 -0.02 0.02 0.23
H 4.244 -0.420 -2.357 0.00 0.02 0.01 0.11
H 5.550 -2.024 -1.610 -0.03 0.04 -0.01 0.21
N -0.380 1.734 -2.404 0.04 -0.19 -0.17 -0.51
C -0.646 2.787 -2.013 0.14 0.04 0.13 0.54
N -0.969 4.010 -1.623 -0.18 -0.03 0.02 -0.48
C 0.110 4.884 -1.132 -0.03 -0.14 -0.08 -0.25
C -0.420 6.303 -1.125 0.00 0.07 0.08 -0.08
O -1.590 6.417 -0.332 0.03 -0.02 -0.02 -0.52
C -2.621 5.574 -0.823 -0.03 0.03 0.07 -0.08
C -2.200 4.120 -0.815 0.05 -0.05 -0.10 -0.25
H 0.963 4.793 -1.805 -0.01 0.02 0.01 0.22
H 0.404 4.556 -0.130 0.00 0.04 0.02 0.23
H -0.636 6.634 -2.150 0.00 -0.05 -0.01 0.16
H 0.319 6.976 -0.690 -0.02 -0.01 0.01 0.20
H -2.891 5.880 -1.842 0.00 -0.01 -0.01 0.16
H -3.481 5.720 -0.170 0.01 0.00 -0.01 0.20
H -2.967 3.488 -1.263 0.00 0.03 -0.01 0.22
H -2.002 3.758 0.197 0.02 0.06 0.03 0.23
O 0.069 -1.526 -3.723 -0.19 0.14 -0.16 -0.66
B -0.942 -1.707 -2.756 -0.28 -0.15 0.01 1.12
O -2.071 -0.932 -3.052 0.04 -0.05 -0.24 -0.62
C -1.777 -0.334 -4.248 -0.20 0.05 0.22 0.24
C -2.568 0.515 -4.982 0.17 0.00 -0.11 -0.24
C -2.008 1.024 -6.159 -0.06 0.00 0.04 -0.23
C -0.721 0.686 -6.555 0.01 -0.03 0.02 -0.23
C 0.071 -0.183 -5.796 -0.15 0.13 -0.10 -0.27
C -0.494 -0.677 -4.649 0.27 -0.19 0.11 0.30
H -3.560 0.778 -4.644 -0.02 0.02 -0.02 0.22
H -2.591 1.701 -6.770 0.00 0.00 -0.01 0.20
H -0.323 1.107 -7.469 0.02 -0.01 0.00 0.20
H 1.078 -0.445 -6.088 0.02 -0.02 0.01 0.22
```
Positions in Å, forces in eV/Å.

---

no.,F_max (hartree/bohr)
1,0.0820
2,0.0047
3,0.0301
4,0.0110